# 1
{
  "formula": "C6H12N2O",
  "method": "ωB97M-V with the def2-TZVPD basis set",
  "elements": ["C", "C", "C", "C", "C", "C", "N", "O", "N", "H", "H", "H", "H", "H", "H", "H", "H", "H", "H", "H", "H"],
  "positions_angstrom": [[0.81632, 2.52152, -0.49754], [0.18375, 0.29271, 1.99030], [-1.33500, -1.85739, -0.62200], [0.03842, 0.30311, -0.89131], [-0.22613, 0.12429, 0.56904], [-0.07485, -1.11096, -0.23366], [1.13771, -1.91791, -0.25684], [-0.83876, 0.77032, -1.87868], [1.03310, 1.09015, -0.37522], [-1.73344, 0.80340, -1.51687], [1.78138, -1.63773, 0.47838], [1.01585, -2.91779, -0.12999], [-0.19051, 2.82779, -0.18313], [1.55304, 3.04589, 0.11440], [0.95785, 2.84801, -1.53345], [-0.53923, -0.21934, 2.63502], [1.17081, -0.13083, 2.20495], [0.19934, 1.34802, 2.27203], [-1.28633, -2.16629, -1.66842], [-1.42861, -2.75875, -0.00912], [-2.23471, -1.25821, -0.46789]],
  "e_homo_ha": -0.2924,
  "orbital_gap_ev": 8.651,
  "lumo_ev": 0.69
}

# 2
{
  "formula": "C6H12N2O2",
  "method": "ωB97M-V with the def2-TZVPD basis set",
  "elements": ["C", "C", "C", "O", "C", "N", "N", "C", "C", "H", "H", "H", "H", "H", "H", "H", "H", "H", "H", "O", "H", "H"],
  "positions_angstrom": [[-0.81040, -1.30942, 1.72720], [-0.77203, -0.16130, 0.72395], [-1.28340, -0.56483, -0.64624], [-1.75354, -1.63319, -0.94619], [-1.17298, 0.49193, -1.70629], [-1.46379, 1.42897, -2.35541], [0.50814, 0.49322, 0.51838], [0.83381, 1.47990, 1.53089], [1.61030, -0.41642, 0.25527], [-1.84291, -1.63741, 1.90043], [-0.22684, -2.17180, 1.38037], [-0.39571, -0.97030, 2.68550], [-1.48207, 0.61839, 1.05174], [1.02909, 1.02775, 2.52371], [1.73596, 2.02746, 1.22677], [0.01436, 2.20420, 1.62968], [1.32909, -1.15674, -0.50728], [2.46614, 0.15316, -0.13054], [1.94151, -0.96426, 1.15841], [0.29970, 0.32275, -4.04569], [-0.26190, -0.46512, -4.02509], [-0.30255, 1.20307, -3.94957]],
  "e_homo_ha": -0.3403,
  "orbital_gap_ev": 8.940,
  "lumo_ev": -0.32
}

# 3
{
  "formula": "C6H12N2O3",
  "method": "ωB97M-V with the def2-TZVPD basis set",
  "elements": ["C", "C", "C", "C", "C", "C", "N", "N", "O", "O", "O", "H", "H", "H", "H", "H", "H", "H", "H", "H", "H", "H", "H"],
  "positions_angstrom": [[-1.64439, 1.34662, -0.44410], [-2.07938, 0.41718, 0.83104], [-0.24085, 1.79801, -0.39247], [-1.17432, -0.71059, 0.77006], [1.83613, 1.04013, 0.03617], [-0.52801, -2.52924, -0.50624], [0.65123, 0.61051, -0.33189], [2.84415, 0.21401, 0.15575], [2.60615, -1.16277, 0.03552], [4.07726, 0.44461, 0.26225], [-1.41422, -1.52263, -0.18819], [-1.65341, 0.59694, -1.28808], [-2.42912, 2.04788, -0.40930], [-2.06686, 1.10344, 1.64494], [-3.13113, 0.06206, 0.60737], [0.04579, 2.42361, -1.30873], [-0.06936, 2.47384, 0.50966], [-0.34384, -0.97048, 1.44186], [2.04007, 2.12636, 0.11076], [0.46448, -2.04113, -0.50851], [-0.52743, -2.74862, -1.65245], [-0.63923, -3.41464, 0.22702], [3.37627, -1.60510, 0.39755]],
  "e_homo_ha": [-0.2155, -0.2639],
  "orbital_gap_ev": [5.209, 7.592],
  "lumo_ev": [-0.65, 0.41]
}

# 4
{
  "formula": "C6H12N2O3",
  "method": "ωB97M-V with the def2-TZVPD basis set",
  "elements": ["O", "N", "O", "O", "C", "C", "C", "C", "N", "C", "C", "H", "H", "H", "H", "H", "H", "H", "H", "H", "H", "H", "H"],
  "positions_angstrom": [[-0.76183, -3.48185, 0.97826], [-0.11783, -2.92706, 1.85762], [0.56949, -3.43194, 2.70994], [-0.41371, -1.43208, 1.87523], [-1.19235, -0.88956, 0.88139], [-0.22392, -0.58542, -0.39582], [1.23489, -0.08778, 0.21952], [1.38745, 1.43220, 0.08008], [0.88348, 1.95616, -1.09471], [-0.65410, 1.77236, -1.07971], [-0.78559, 0.30068, -1.57556], [-1.38055, 0.19785, 1.05735], [-2.11213, -1.32459, 0.75619], [-0.17194, -1.54895, -0.89996], [2.20835, -0.61848, -0.41408], [1.19357, -0.75703, 1.24752], [2.46632, 1.62811, 0.13456], [0.92677, 1.92559, 1.05905], [1.19781, 2.94056, -1.46104], [-1.21050, 1.86733, -0.03748], [-1.14210, 2.58725, -1.63320], [-0.10762, 0.31256, -2.37088], [-1.79396, 0.16407, -1.89427]],
  "e_homo_ha": -0.3224,
  "orbital_gap_ev": 8.687,
  "lumo_ev": -0.08
}

So what do the calculations give for ΔE to the lowest compared entry with this formula, charge and spin? Going down the list: 109.0; 54.7; 198.3; 202.3 kcal per mole.
So what do the calculations give for max |F|? Going down the list: 2.42; 4.13; 3.31; 5.46 eV/Å.